{"formula": "C13H11Br3N2O4", "method": "the ωB97M-V functional and the def2-TZVPD basis", "homo_lumo_gap_ev": 9.35, "de_lowest_ev": 1.4802, "total_charge": 0, "lumo_ev": -0.8, "homo_energy_ha": -0.371, "symbols": ["C", "C", "C", "C", "C", "C", "N", "O", "O", "H", "H", "H", "H", "H", "C", "C", "C", "C", "C", "C", "N", "O", "O", "H", "H", "H", "H", "H", "C", "Br", "Br", "Br", "H"], "coordinates": [[7.912, 5.177, 6.210], [9.046, 4.597, 5.834], [9.102, 3.234, 5.416], [7.873, 2.591, 5.279], [6.728, 3.247, 5.617], [6.747, 4.516, 6.184], [7.769, 1.216, 4.784], [6.659, 0.671, 4.723], [8.841, 0.721, 4.330], [7.897, 6.217, 6.501], [9.937, 5.198, 5.941], [10.042, 2.775, 5.145], [5.821, 2.677, 5.482], [5.801, 4.852, 6.582], [-6.893, -2.681, -4.471], [-6.766, -2.332, -5.830], [-7.010, -3.256, -6.778], [-7.495, -4.513, -6.404], [-7.641, -4.846, -5.082], [-7.345, -3.970, -4.061], [-7.876, -5.520, -7.464], [-8.044, -6.726, -7.136], [-8.193, -5.035, -8.570], [-6.673, -1.899, -3.758], [-6.384, -1.387, -6.188], [-6.866, -3.003, -7.819], [-7.893, -5.831, -4.718], [-7.205, -4.335, -3.054], [-1.502, 1.573, 0.549], [-3.394, 2.189, 0.863], [-1.489, -0.275, 0.958], [-0.091, 2.597, 1.471], [-1.415, 1.561, -0.537]]}